No. 1
{
  "formula": "H2O4P2",
  "method": "wB97M-V/def2-TZVPD",
  "symbols": ["O", "O", "O", "O", "P", "P", "H", "H"],
  "positions_angstrom": [[-1.09, 1.93, -1.80], [3.17, -1.00, -2.09], [0.53, 2.27, 0.13], [-0.12, -1.56, -1.63], [-0.29, 1.35, -0.68], [0.85, -0.54, -1.19], [-1.16, 0.60, 0.18], [1.11, -0.73, 0.20]],
  "lowdin_charge": [-0.52, -0.86, -0.52, -0.62, 0.11, 0.53, -0.03, -0.09],
  "largest_force_ev_per_a": 3.73,
  "total_charge": -2,
  "orbital_gap_ha": [0.2523, 0.2574]
}

No. 2
{
  "formula": "H2O4P2",
  "method": "wB97M-V/def2-TZVPD",
  "symbols": ["O", "P", "O", "P", "O", "O", "H", "H"],
  "positions_angstrom": [[1.24, -1.99, -1.18], [0.91, -0.97, -0.19], [1.61, -0.98, 1.13], [-1.22, -0.65, 0.06], [-1.91, -1.88, 1.00], [-1.94, -0.30, -1.17], [1.33, 0.21, -0.77], [-1.38, 0.52, 1.01]],
  "lowdin_charge": [-0.50, 0.09, -0.53, 0.27, -0.69, -0.55, -0.05, -0.04],
  "largest_force_ev_per_a": 7.56,
  "total_charge": -2,
  "orbital_gap_ha": 0.2745
}

No. 3
{
  "formula": "H2O4P2",
  "method": "wB97M-V/def2-TZVPD",
  "symbols": ["O", "O", "O", "O", "P", "P", "H", "H"],
  "positions_angstrom": [[2.24, 1.61, -1.30], [2.11, -1.80, 1.29], [2.52, 1.72, 1.15], [2.27, -1.68, -1.22], [1.87, 1.06, 0.01], [1.57, -1.20, 0.00], [-0.99, 1.40, -0.30], [0.28, -1.34, -0.01]],
  "lowdin_charge": [-0.51, -0.53, -0.49, -0.49, 0.28, 0.19, -0.37, -0.09],
  "largest_force_ev_per_a": 4.77,
  "total_charge": -2,
  "orbital_gap_ha": 0.2347
}

No. 4
{
  "formula": "H2O4S",
  "method": "wB97M-V/def2-TZVPD",
  "symbols": ["O", "O", "O", "O", "S", "H", "H"],
  "positions_angstrom": [[1.25, -0.31, 1.16], [-0.34, -1.72, 0.05], [-0.31, 1.02, -0.56], [-1.88, 1.05, -0.53], [-0.35, -0.48, 0.76], [2.02, -0.44, 0.56], [-0.38, 0.86, -1.44]],
  "lowdin_charge": [-0.30, -0.37, -0.26, -0.32, 1.13, 0.10, 0.02],
  "largest_force_ev_per_a": 5.88,
  "total_charge": 0,
  "orbital_gap_ha": 0.3060
}

No. 5
{
  "formula": "H2P2S4",
  "method": "wB97M-V/def2-TZVPD",
  "symbols": ["P", "P", "S", "S", "S", "S", "H", "H"],
  "positions_angstrom": [[1.72, -1.72, -0.34], [1.55, 1.53, -0.50], [-2.17, 0.68, -0.03], [1.56, 0.32, 1.16], [1.40, 0.13, -1.89], [0.13, -2.76, -0.22], [-1.25, 0.39, 0.88], [-2.95, 1.44, 0.92]],
  "lowdin_charge": [-0.02, 0.08, 0.39, -0.04, 0.00, 0.03, -0.29, -0.14],
  "largest_force_ev_per_a": 2.12,
  "total_charge": 0,
  "orbital_gap_ha": 0.2551
}

No. 6
{
  "formula": "H30KO19P",
  "method": "wB97M-V/def2-TZVPD",
  "symbols": ["K", "P", "O", "O", "O", "O", "O", "H", "H", "O", "H", "H", "O", "H", "H", "O", "H", "H", "O", "H", "H", "O", "H", "H", "O", "H", "H", "O", "H", "H", "O", "H", "H", "O", "H", "H", "O", "H", "H", "O", "H", "H", "O", "H", "H", "O", "H", "H", "O", "H", "H"],
  "positions_angstrom": [[-6.06, 7.71, 4.83], [-8.38, 8.56, 10.73], [-9.16, 9.82, 10.32], [-7.79, 8.62, 12.23], [-7.19, 8.41, 9.71], [-9.38, 7.31, 10.58], [-12.16, 7.38, 13.67], [-11.58, 7.32, 12.91], [-11.81, 8.11, 14.19], [-9.92, 5.59, 6.11], [-9.76, 5.80, 7.03], [-10.72, 5.06, 6.12], [-6.25, 12.29, 14.63], [-6.47, 11.45, 14.24], [-6.15, 12.89, 13.89], [-6.51, 4.91, 14.16], [-6.83, 5.78, 13.93], [-6.72, 4.37, 13.40], [-7.09, 7.51, 17.36], [-6.67, 6.66, 17.25], [-7.18, 7.85, 16.47], [-3.49, 8.28, 12.62], [-4.42, 8.50, 12.69], [-3.47, 7.45, 12.14], [-3.09, 10.45, 8.54], [-2.67, 10.37, 9.40], [-3.96, 10.06, 8.66], [-9.47, 11.24, 6.03], [-10.24, 11.82, 6.03], [-9.47, 10.85, 6.91], [-12.64, 3.62, 11.04], [-11.92, 4.24, 11.02], [-12.96, 3.66, 11.95], [-7.43, 3.36, 10.10], [-8.04, 4.09, 10.14], [-6.60, 3.74, 9.81], [-13.40, 9.25, 9.24], [-13.45, 8.35, 9.56], [-12.55, 9.56, 9.53], [-6.63, 13.48, 9.95], [-7.40, 12.92, 9.89], [-5.94, 13.00, 9.50], [-3.97, 5.40, 9.29], [-3.56, 5.35, 8.43], [-4.55, 6.15, 9.24], [-10.69, 11.06, 14.49], [-9.83, 10.70, 14.29], [-11.09, 11.23, 13.63], [-12.57, 13.37, 10.32], [-13.39, 12.96, 10.05], [-11.93, 12.66, 10.31]],
  "lowdin_charge": [0.35, -0.10, -0.50, -0.55, -0.48, -0.51, -0.07, 0.02, 0.02, -0.07, 0.04, 0.02, -0.06, 0.03, 0.02, -0.07, 0.03, 0.02, -0.06, 0.02, 0.03, -0.07, 0.03, 0.02, -0.07, 0.03, 0.03, -0.07, 0.02, 0.03, -0.06, 0.03, 0.03, -0.06, 0.03, 0.02, -0.07, 0.03, 0.03, -0.06, 0.03, 0.02, -0.06, 0.01, 0.03, -0.06, 0.03, 0.03, -0.06, 0.02, 0.03],
  "largest_force_ev_per_a": 2.28,
  "total_charge": -2,
  "orbital_gap_ha": 0.0723
}